No. 1
C23H12BrN3O9Ru as an isolated structure, computed with ωB97M-V/def2-TZVPD.

Each line ends with the Mulliken spin population.
Positions of all 49 atoms, in Å:
Ru  -0.63001  0.58464  -1.40881  0.93
O  -0.32631  1.24812  0.53875  0.00
C  0.77381  1.32527  1.08029  0.00
C  2.06305  1.12541  0.47880  0.02
C  3.16993  1.21463  1.33114  0.00
C  4.43737  1.07696  0.83489  0.01
C  4.65538  0.86237  -0.53711  0.00
C  3.59311  0.78518  -1.38615  0.01
C  2.25108  0.90093  -0.91870  -0.01
O  1.30938  0.81527  -1.78215  -0.01
N  5.57389  1.16663  1.73803  0.00
O  5.35596  1.36141  2.92140  0.00
O  6.68990  1.05729  1.26044  0.00
H  0.77949  1.59712  2.14396  0.00
H  3.02892  1.39563  2.38849  0.00
H  5.66894  0.76242  -0.89723  0.00
H  3.72927  0.62260  -2.44614  0.00
N  1.24009  -8.76450  1.59765  0.00
C  1.02656  -7.68672  1.25736  0.00
C  0.75967  -6.34071  0.83245  0.01
C  0.32029  -5.39154  1.75427  0.00
C  0.06582  -4.09822  1.34300  0.01
C  0.23856  -3.72273  0.00520  -0.02
C  0.67856  -4.68768  -0.90944  0.01
C  0.93880  -5.98117  -0.50284  0.00
C  -0.02796  -2.38684  -0.42025  0.07
C  -0.25660  -1.25444  -0.79734  -0.09
H  0.18258  -5.67526  2.78905  0.00
H  -0.27383  -3.35708  2.05340  0.00
H  0.81054  -4.40237  -1.94401  0.00
H  1.27847  -6.72172  -1.21448  0.00
Br  -6.21889  4.22776  2.63391  0.00
C  -4.86212  4.01694  1.31658  0.00
C  -4.54894  5.08528  0.49216  0.00
C  -3.55820  4.92209  -0.46198  0.00
C  -2.88771  3.71042  -0.60038  0.00
C  -3.22366  2.65688  0.23834  0.00
C  -4.21143  2.80262  1.20352  0.00
C  -1.80687  3.61475  -1.66527  -0.01
O  -1.51498  4.62517  -2.28742  0.00
O  -1.26494  2.46505  -1.85257  0.08
H  -5.07088  6.02648  0.59690  0.00
H  -3.28005  5.73332  -1.12079  0.00
H  -2.71557  1.70959  0.14539  0.01
H  -4.47172  1.97922  1.85404  0.00
O  -3.23283  -0.67123  -3.71704  -0.01
N  -2.40544  -0.26768  -2.95408  0.00
O  -2.63342  -0.04446  -1.71646  0.01
O  -1.19704  -0.02310  -3.28877  -0.01

* <S²>: 0.758
* charge: -1
* molar mass: 655.33 g mol⁻¹
* spin multiplicity: 2
* orbital gap (alpha / beta): 7.577 / 6.895 eV
* relative energy (zero: lowest compared OMol25 entry of this formula, charge and spin): 0.1 kcal/mol
* lowest unoccupied orbital energy (alpha / beta): 0.055 / 0.034 hartree

---

No. 2
A 2-piece molecular cluster, C23H13BF6N5O2 overall at a distorted geometry, computed with ωB97M-V/def2-TZVPD.

Each line ends with the natural charge from an NBO analysis.
Positions of all 50 atoms, in Å:
F  -1.94411  -0.85029  2.79670  -0.32
C  -2.40604  -1.17532  1.54190  0.49
C  -3.76620  -1.38502  1.40812  -0.33
C  -4.27942  -1.56274  0.11832  -0.14
C  -3.48129  -1.28240  -1.00162  -0.32
C  -2.12602  -1.06447  -0.79790  0.51
F  -1.37099  -0.59202  -1.84855  -0.31
C  -1.50307  -1.26874  0.45866  -0.53
B  -0.00764  -1.62311  0.69362  0.87
C  0.71607  -1.21998  2.00658  -0.48
C  0.92942  0.01338  2.64781  0.48
F  0.28394  1.10582  2.13961  -0.31
C  1.72960  0.14126  3.77910  -0.30
C  2.26017  -1.02357  4.34784  -0.17
C  2.01199  -2.27948  3.78612  -0.31
C  1.27254  -2.34000  2.62142  0.43
F  1.02806  -3.57026  2.04613  -0.34
C  0.89887  -1.99988  -0.51225  -0.49
C  2.10091  -1.38623  -0.89726  0.48
F  2.41772  -0.17626  -0.31929  -0.32
C  2.97233  -1.93392  -1.82903  -0.29
C  2.63466  -3.16200  -2.41575  -0.16
C  1.37969  -3.73123  -2.18043  -0.31
C  0.54043  -3.12549  -1.26053  0.46
F  -0.70621  -3.66877  -1.05314  -0.34
H  -0.88432  2.73602  -0.59932  0.19
H  -4.39662  -1.41753  2.29342  0.23
H  -5.33008  -1.80080  -0.01426  0.22
H  -3.89771  -1.23411  -2.00556  0.24
H  1.90691  1.14418  4.17146  0.25
H  2.89566  -0.93107  5.22523  0.22
H  2.40496  -3.19376  4.22375  0.22
H  3.88650  -1.39585  -2.07167  0.24
H  3.32864  -3.63151  -3.11079  0.22
H  1.05249  -4.62348  -2.70857  0.23
O  1.13747  3.78932  1.57211  -0.49
N  0.18709  4.36989  0.99923  0.50
C  0.06167  4.19426  -0.43206  -0.15
C  0.15873  2.76563  -0.79614  -0.27
N  0.37900  2.64064  -2.19377  -0.20
N  0.92090  1.53792  -2.80107  -0.09
N  0.64360  1.64933  -4.06270  -0.09
N  -0.21140  2.70127  -4.30249  -0.36
C  -0.39570  3.29008  -3.09220  0.31
C  -1.09785  4.41587  -2.59568  -0.40
C  -0.95200  4.77975  -1.25754  -0.14
O  -0.65372  5.04040  1.63314  -0.50
H  0.72719  2.05667  -0.20705  0.26
H  -1.74004  4.87509  -3.33491  0.22
H  -1.71679  5.40249  -0.80872  0.23

* charge: -1
* molar mass: 516.19 g mol⁻¹
* spin multiplicity: 1
* orbital gap: 4.830 eV
* lowest unoccupied orbital energy: 0.049 hartree

---

No. 3
C23H13Br2F6N3OY as an isolated structure at a distorted geometry, computed with ωB97M-V/def2-TZVPD.

Each line ends with the natural charge from an NBO analysis.
Positions of all 49 atoms, in Å:
Y  -0.36393  -1.36837  -0.49914  2.24
Br  6.77579  -1.85115  -0.94364  0.17
C  4.91108  -1.83243  -0.89772  -0.03
C  4.18714  -1.68888  -2.06494  -0.26
C  2.81189  -1.68941  -1.96349  0.10
N  2.15641  -1.82859  -0.80857  -0.55
C  2.86787  -1.95571  0.32299  0.20
C  4.25062  -1.96899  0.31346  -0.24
C  2.09344  -2.13991  1.58860  0.19
C  2.68750  -2.04883  2.83163  -0.25
C  1.93114  -2.35565  3.95236  -0.02
Br  2.70559  -2.25677  5.64647  0.17
C  0.60929  -2.73530  3.80849  -0.27
C  0.07586  -2.73434  2.53499  0.10
N  0.79028  -2.43520  1.44163  -0.57
H  4.67045  -1.58157  -3.02551  0.26
H  2.20826  -1.56240  -2.85400  0.22
H  4.81982  -2.10161  1.22131  0.25
H  3.71940  -1.75148  2.94445  0.25
H  0.00089  -3.00115  4.66143  0.26
H  -0.96646  -2.96122  2.36285  0.25
C  -4.19468  -2.34938  1.36633  -0.63
C  -3.22064  -1.77823  0.35545  0.09
O  -1.94948  -2.30776  0.45230  -0.95
C  -3.68230  -2.07917  -1.08771  0.97
F  -4.04649  -3.34248  -1.23199  -0.29
F  -4.65361  -1.30001  -1.52909  -0.29
F  -2.59416  -1.90745  -1.94055  -0.36
C  -3.10904  -0.22693  0.54420  0.95
F  -2.84153  0.38593  -0.62191  -0.30
F  -2.02640  0.02841  1.32898  -0.32
F  -4.16620  0.34019  1.09219  -0.29
H  -4.16486  -3.43475  1.29938  0.25
H  -5.21268  -2.00275  1.19070  0.24
H  -3.89062  -2.04536  2.36776  0.23
N  -0.42490  8.63150  -2.37923  -0.27
C  -0.36879  7.49961  -2.18711  0.26
C  -0.29971  6.07417  -1.94702  -0.15
C  -1.41064  5.27378  -2.19483  -0.15
C  -1.33969  3.91222  -1.96700  -0.19
C  -0.15858  3.33782  -1.49491  -0.06
C  0.95064  4.14888  -1.24808  -0.19
C  0.88127  5.51125  -1.47087  -0.16
C  -0.08635  1.91882  -1.27197  0.04
C  -0.01467  0.70807  -1.10962  -0.79
H  -2.32184  5.72316  -2.56616  0.24
H  -2.19827  3.28213  -2.15728  0.23
H  1.86462  3.70197  -0.88256  0.23
H  1.73724  6.14531  -1.28304  0.24

* charge: +1
* molar mass: 710.08 g mol⁻¹
* spin multiplicity: 1
* orbital gap: 7.142 eV
* relative energy (zero: lowest compared OMol25 entry of this formula, charge and spin): 17.9 kcal/mol
* lowest unoccupied orbital energy: -0.150 hartree

---

No. 4
C23H13BrN4O2PdS as an isolated structure, computed with ωB97M-V/def2-TZVPD.

Each line ends with the Mulliken spin population.
Positions of all 45 atoms, in Å:
Pd  0.45616  1.03423  -0.45405  1.70
S  -6.22454  -0.34916  2.80617  0.00
N  -5.85189  -0.07052  1.26391  0.00
C  -4.53883  0.11122  1.22551  0.00
C  -3.76366  0.39395  0.02672  0.01
C  -4.32205  0.53483  -1.24745  0.01
C  -3.50276  0.83009  -2.31534  0.00
C  -2.13747  0.98254  -2.09725  0.02
N  -1.60300  0.83304  -0.88587  0.16
C  -2.39143  0.54730  0.17223  0.04
C  -1.74038  0.43472  1.48173  -0.02
N  -0.40230  0.60660  1.51857  0.12
C  0.22534  0.55252  2.68657  0.00
C  -0.44772  0.31716  3.88312  0.00
C  -1.81070  0.12763  3.85655  0.00
C  -2.48034  0.18813  2.63084  0.01
C  -3.91828  0.01574  2.48457  0.00
N  -4.76349  -0.23770  3.47453  0.00
H  -5.39091  0.41719  -1.37296  0.00
H  -3.90033  0.95717  -3.31181  0.00
H  -1.45528  1.24884  -2.89372  0.00
H  1.29637  0.70591  2.66898  0.01
H  0.10530  0.28652  4.81068  0.00
H  -2.37496  -0.06160  4.76061  0.00
Br  3.10219  1.74262  0.34527  0.14
C  3.87204  0.18084  -0.28809  0.17
C  5.24828  -0.02263  -0.10567  0.01
C  5.83179  -1.18187  -0.57021  0.06
C  5.05447  -2.15066  -1.22022  0.20
C  3.67752  -1.95436  -1.40862  0.00
C  2.90044  -2.91744  -2.06562  0.18
C  1.52759  -2.71147  -2.26468  0.10
C  0.92691  -1.55050  -1.81650  -0.10
C  1.68393  -0.57267  -1.15477  0.76
C  3.05688  -0.75716  -0.93841  -0.12
H  5.84181  0.72908  0.39661  0.00
H  6.89198  -1.34519  -0.43409  0.01
H  5.51877  -3.05790  -1.58574  0.00
H  3.36902  -3.82460  -2.42556  0.00
H  0.94472  -3.46198  -2.78184  0.00
H  -0.13165  -1.40086  -1.99235  0.00
O  0.46305  3.14299  -0.01284  0.41
C  0.39947  3.49867  -1.25430  -0.02
O  0.44957  2.63908  -2.13595  0.12
H  0.30838  4.56969  -1.45926  0.01

* <S²>: 6.039
* charge: +2
* molar mass: 595.77 g mol⁻¹
* spin multiplicity: 5
* orbital gap (alpha / beta): 7.614 / 4.774 eV
* relative energy (zero: lowest compared OMol25 entry of this formula, charge and spin): 4.3 kcal/mol
* lowest unoccupied orbital energy (alpha / beta): -0.255 / -0.360 hartree